(1)
Computed, not measured: a molecular structure, C38H62IN5O6SSiTeY in a non-equilibrium geometry, with ωB97M-V with the def2-TZVPD basis set.

Atoms and positions in Å:
Y 0.105603 0.628811 -0.440834
C -1.694787 5.946205 -1.741574
C -2.103382 4.590262 -2.318053
C -3.030531 4.796876 -3.513517
C -2.686418 3.665516 -1.258345
C -2.091147 3.537475 -0.000762
C -2.608637 2.677296 0.960347
C -3.784852 1.967255 0.727545
C -4.484649 1.239849 1.836991
C -4.362440 2.076754 -0.528621
C -3.818085 2.897013 -1.503551
H -1.262417 6.572014 -2.521432
H -0.966324 5.868654 -0.935862
H -2.569360 6.462826 -1.346766
H -1.205984 4.090047 -2.719092
H -3.997083 5.181444 -3.191805
H -3.191255 3.873807 -4.066620
H -2.596399 5.522001 -4.199909
H -1.250258 4.154507 0.276402
H -2.161578 2.658002 1.946226
H -3.790316 0.676434 2.458416
H -5.236535 0.554678 1.449808
H -4.993624 1.954420 2.485625
H -5.270028 1.532244 -0.744350
H -4.305815 2.944705 -2.463928
C -2.882503 -1.744884 0.307473
C -1.954735 -2.251437 1.399971
C -2.653098 -2.289498 2.751934
C -1.440324 -3.641627 1.050091
O -0.873220 -1.275224 1.444532
Si 0.329225 -1.170486 2.618207
S 1.538964 0.309422 1.831182
O 1.006977 -2.659124 2.644726
C 1.805005 -3.292989 3.663009
C 2.567197 -4.411562 2.961374
C 2.778659 -2.293568 4.266895
C 0.867655 -3.863359 4.719487
O -0.233509 -0.898120 4.112617
C -0.511122 0.234274 4.949779
C -1.449302 -0.280327 6.034965
C 0.797858 0.728052 5.552564
C -1.179688 1.334674 4.138774
H -3.664498 -2.472105 0.094147
H -2.311047 -1.596327 -0.611745
H -3.350034 -0.802222 0.587868
H -3.564602 -2.879984 2.673167
H -2.917276 -1.286257 3.077528
H -2.020689 -2.736344 3.512562
H -2.259537 -4.352041 1.142650
H -0.639915 -3.942571 1.719350
H -1.086717 -3.686786 0.024887
H 3.272883 -3.998931 2.241795
H 1.872883 -5.074455 2.445589
H 3.129077 -5.000829 3.682929
H 3.318734 -1.770451 3.480722
H 3.499557 -2.808167 4.900854
H 2.255488 -1.560168 4.872007
H 0.217536 -4.620019 4.283179
H 0.251900 -3.073097 5.140860
H 1.439626 -4.324818 5.522397
H -1.002175 -1.132432 6.543744
H -2.398618 -0.594877 5.605485
H -1.642730 0.497943 6.770441
H 1.224225 -0.026842 6.209675
H 0.625879 1.629409 6.138446
H 1.515202 0.956701 4.766667
H -2.099100 0.962655 3.691936
H -0.514340 1.682500 3.349391
H -1.428008 2.177070 4.781245
I 4.059598 5.466877 1.659809
C 2.592002 4.519822 0.577274
C 2.124170 4.850639 -0.676182
N 1.168491 3.960862 -0.974249
N 0.980537 3.066961 0.009570
C 1.846451 3.400844 0.959805
H 2.390438 5.642605 -1.346713
H 0.608129 3.912725 -1.812949
H 1.905112 2.834790 1.870217
N 1.415832 -4.488049 -1.400008
C 2.168508 -3.437859 -0.732981
C 1.526750 -2.114420 -1.041147
O 0.255150 -2.181478 -1.414735
O 2.034444 -1.022654 -0.908826
H 1.501445 -5.375840 -0.923348
H 1.717729 -4.618458 -2.357933
H 0.035210 -3.143437 -1.510022
H 3.242917 -3.389443 -0.940529
H 2.039944 -3.537825 0.351545
Te -1.121999 0.870019 -3.137147
C -1.475206 -1.140345 -3.703977
C -0.567309 -1.792713 -4.530402
C -0.766068 -3.117131 -4.885311
C -1.872436 -3.807701 -4.417436
C -2.794357 -3.154025 -3.617040
C -2.602548 -1.824857 -3.271724
H 0.304839 -1.265067 -4.892135
H -0.058301 -3.608346 -5.538424
H -2.026512 -4.839799 -4.693126
H -3.675783 -3.674393 -3.271095
H -3.347802 -1.311092 -2.679715
N 2.073153 1.430498 -1.969611
C 2.913072 1.448125 -2.763975
N 3.847734 1.481349 -3.660862
C 3.578578 1.871809 -5.044935
C 4.058505 0.754971 -5.964686
O 5.409268 0.438738 -5.708152
C 5.588877 -0.032242 -4.390644
C 5.212170 1.041530 -3.378021
H 4.124645 2.795915 -5.259002
H 2.509095 2.048841 -5.165098
H 4.000945 1.068159 -7.007234
H 3.431930 -0.137816 -5.826158
H 6.640318 -0.299580 -4.291273
H 4.975229 -0.930507 -4.228777
H 5.881713 1.900953 -3.478532
H 5.263980 0.668223 -2.355793

Atoms 1-3, force components in eV/Å:
1.61 -0.08 0.43
0.00 -0.02 0.01
0.01 -0.05 -0.02

Summary:
Largest force on an atom, Eh/bohr: 0.0325
HOMO level, eV: -9.68
Net charge: +1
DFT total energy, hartree: -3502.2473
ΔE to the lowest compared entry with this formula, charge and spin, kcal/mol: 18.1
HOMO-LUMO gap, eV: 7.556

---

(2)
Computed, not measured: C5H9F2O3P in the gas phase in a non-equilibrium geometry, with ωB97M-V with the def2-TZVPD basis set.

Atoms and positions in Å:
C -0.634301 1.600651 -1.923038
C -1.139876 0.809158 -0.836684
C -0.612137 -2.646314 -0.455931
C 1.353236 1.626613 2.026447
C 0.501420 -1.669408 -0.092324
O -0.870484 -0.145427 1.789773
O -1.321059 2.173365 -0.855834
O 1.050928 1.127710 0.686946
F 1.498654 -2.093457 0.780130
F 1.157462 -1.346067 -1.232676
P -0.181270 0.053308 0.548991
H 0.496393 1.828546 -1.957178
H -1.187792 1.475614 -2.794353
H -2.106993 0.313254 -1.088332
H -0.680558 -2.407906 -1.522209
H -0.039435 -3.584003 -0.380281
H -1.471647 -2.303562 0.196896
H 2.237939 1.185895 2.368827
H 0.659908 1.318815 2.804195
H 1.289612 2.683215 1.936634

Atoms 1-3, force components in eV/Å:
3.64 0.34 0.37
-1.25 -2.60 0.85
1.62 1.47 0.82

Summary:
Largest force on an atom, Eh/bohr: 0.0714
HOMO level, eV: -10.14
Net charge: 0
DFT total energy, hartree: -962.6799
SMILES: CO[P@@](=O)([C@@H]1CO1)C(C)(F)F
ΔE to the lowest compared entry with this formula, charge and spin, kcal/mol: 30.3
HOMO-LUMO gap, eV: 10.988

---

(3)
Computed, not measured: C4H5N3O in the gas phase in a non-equilibrium geometry, with ωB97M-V with the def2-TZVPD basis set.

Atoms and positions in Å:
C 0.060434 -1.081467 -0.393366
C -1.300978 -0.655472 -0.699567
C -1.527322 0.632637 -0.290777
C -0.224941 1.194255 0.041720
H 1.515426 -0.820009 1.358264
H 2.737853 -0.387603 0.361463
H -0.676238 -2.933395 -0.196749
H -2.164461 -1.420788 -0.924387
H -2.567266 0.935212 -0.438211
N 1.825626 0.164944 0.847415
N 0.711342 0.209159 -0.218694
N 0.259814 -2.391408 -0.289011
O -0.058243 2.276001 0.689199

Atoms 1-3, force components in eV/Å:
-2.67 -1.91 -0.96
-3.18 0.37 1.21
-1.12 -3.18 -2.64

Summary:
Largest force on an atom, Eh/bohr: 0.1124
HOMO level, eV: -10.20
Net charge: 0
DFT total energy, hartree: -394.7881
SMILES: [H]/N=C1\C=CC(=O)N1N
ΔE to the lowest compared entry with this formula, charge and spin, kcal/mol: 112.6
HOMO-LUMO gap, eV: 9.305

---

What did the third record say?
Computed, not measured: C4H5N3O in the gas phase in a non-equilibrium geometry, with ωB97M-V with the def2-TZVPD basis set.

Atoms and positions in Å:
C 0.060434 -1.081467 -0.393366
C -1.300978 -0.655472 -0.699567
C -1.527322 0.632637 -0.290777
C -0.224941 1.194255 0.041720
H 1.515426 -0.820009 1.358264
H 2.737853 -0.387603 0.361463
H -0.676238 -2.933395 -0.196749
H -2.164461 -1.420788 -0.924387
H -2.567266 0.935212 -0.438211
N 1.825626 0.164944 0.847415
N 0.711342 0.209159 -0.218694
N 0.259814 -2.391408 -0.289011
O -0.058243 2.276001 0.689199

Atoms 1-3, force components in eV/Å:
-2.67 -1.91 -0.96
-3.18 0.37 1.21
-1.12 -3.18 -2.64

Summary:
Largest force on an atom, Eh/bohr: 0.1124
HOMO level, eV: -10.20
Net charge: 0
DFT total energy, hartree: -394.7881
SMILES: [H]/N=C1\C=CC(=O)N1N
ΔE to the lowest compared entry with this formula, charge and spin, kcal/mol: 112.6
HOMO-LUMO gap, eV: 9.305

---

What is the net charge in the second record?
0

---

Which formula does entry 2 have?
C5H9F2O3P

---

What is the formula in the first record?
C38H62IN5O6SSiTeY